1.
This record from OMol25 describes an isolated molecule of C22H26ClNO5. The level of theory is ωB97M-V/def2-TZVPD.

Summary:
Highest occupied orbital energy ... -8.34 eV
Relative energy (zero: lowest compared OMol25 entry of this formula, charge and spin) ... 0.246 eV
Orbital gap ... 8.89 eV
E_LUMO ... 0.55 eV
Multiplicity ... 1

The geometry in XYZ format:
```
55
Properties=species:S:1:pos:R:3:forces:R:3:nbo_charge:R:1
C -4.898 -2.363 0.267 -0.1 0.4 0.0 -0.64
C -5.559 -1.023 0.574 -0.1 -0.4 0.2 -0.06
O -5.249 -0.030 -0.385 0.1 0.2 -0.2 -0.49
C -4.021 0.546 -0.393 0.2 0.2 -0.1 0.32
C -3.037 0.382 0.577 -0.3 -0.2 0.1 -0.32
C -1.825 1.038 0.454 0.0 0.2 -0.2 -0.15
C -1.554 1.863 -0.627 0.1 0.0 0.0 -0.09
C -0.216 2.535 -0.788 0.1 0.3 0.2 -0.05
C 0.113 3.530 0.352 0.0 0.0 -0.3 -0.54
C 0.367 2.901 1.688 0.1 0.0 0.0 0.82
O 1.100 1.969 1.912 0.1 -0.1 0.1 -0.64
O -0.304 3.520 2.663 -0.4 0.4 0.3 -0.68
N 0.829 1.541 -0.951 -0.3 0.0 -0.1 -0.62
C 2.050 1.890 -1.410 0.0 -0.7 -0.1 0.69
O 2.334 3.042 -1.680 0.2 0.5 -0.1 -0.65
C 3.028 0.745 -1.605 0.2 0.2 0.1 -0.50
C 4.188 0.837 -0.607 -0.2 -0.2 0.2 -0.41
C 3.827 0.304 0.783 0.3 0.5 -0.2 -0.08
O 3.711 -1.112 0.753 -0.1 -0.4 0.0 -0.53
C 2.507 -1.718 0.575 -0.3 -0.4 -0.1 0.38
C 1.285 -1.199 0.990 0.3 0.1 0.1 -0.33
C 0.114 -1.912 0.791 0.0 -0.2 -0.1 -0.23
C 0.163 -3.149 0.180 0.1 0.1 0.1 -0.05
Cl -1.304 -4.032 -0.089 -0.2 -0.1 0.0 -0.01
C 1.376 -3.692 -0.215 -0.1 0.1 0.1 -0.22
C 2.552 -2.991 -0.022 0.1 0.3 0.1 -0.06
C 3.874 -3.558 -0.435 0.0 0.1 0.0 -0.63
C -2.546 2.036 -1.586 0.0 -0.1 0.1 -0.17
C -3.760 1.393 -1.473 -0.2 -0.2 0.1 -0.25
H -5.194 -2.701 -0.723 0.0 -0.1 -0.1 0.22
H -3.814 -2.283 0.289 0.1 -0.1 0.0 0.22
H -5.210 -3.103 0.999 0.0 -0.1 0.1 0.22
H -6.646 -1.123 0.514 0.2 0.0 0.1 0.19
H -5.302 -0.681 1.585 -0.1 0.0 -0.1 0.17
H -3.201 -0.250 1.436 0.0 -0.1 0.1 0.22
H -1.081 0.894 1.221 0.1 -0.1 0.1 0.20
H -0.221 3.134 -1.708 -0.1 -0.1 0.2 0.23
H 1.034 4.041 0.055 -0.1 0.0 0.1 0.28
H -0.690 4.260 0.449 0.1 0.0 -0.1 0.24
H -0.101 3.130 3.529 0.2 -0.1 -0.3 0.50
H 0.653 0.609 -0.609 0.1 0.0 -0.1 0.42
H 3.430 0.848 -2.615 -0.1 0.0 0.0 0.24
H 2.527 -0.220 -1.527 0.0 0.0 -0.1 0.21
H 5.036 0.259 -0.981 0.0 0.1 0.0 0.21
H 4.496 1.880 -0.519 0.1 0.0 0.0 0.23
H 2.930 0.793 1.162 0.0 -0.1 0.1 0.21
H 4.653 0.506 1.472 -0.2 0.0 0.0 0.19
H 1.238 -0.246 1.493 0.0 0.1 0.0 0.25
H -0.832 -1.508 1.113 -0.1 0.0 0.0 0.22
H 1.402 -4.665 -0.681 0.0 -0.1 -0.1 0.22
H 3.747 -4.506 -0.950 0.0 -0.1 0.0 0.21
H 4.393 -2.858 -1.088 0.1 0.0 0.0 0.22
H 4.502 -3.708 0.442 0.1 0.0 0.0 0.23
H -2.363 2.678 -2.435 0.0 0.1 -0.1 0.21
H -4.531 1.525 -2.215 -0.1 0.0 -0.1 0.23
```
Positions in Å, forces in eV/Å.

2.
This record from OMol25 describes a cluster of 2 separate species, C3H3N3O in total in a non-equilibrium geometry. The level of theory is ωB97M-V/def2-TZVPD.

Summary:
Highest occupied orbital energy ... -9.60 eV
Relative energy (zero: lowest compared OMol25 entry of this formula, charge and spin) ... 0.919 eV
Orbital gap ... 10.22 eV
E_LUMO ... 0.62 eV
Multiplicity ... 1

The geometry in XYZ format:
```
10
Properties=species:S:1:pos:R:3:forces:R:3:nbo_charge:R:1
N -1.786 0.050 -1.046 0.7 0.5 0.3 -0.60
C -0.775 0.476 -0.533 -0.5 -0.3 0.0 0.52
C 0.226 0.950 0.199 -0.2 0.0 0.2 -0.58
C 0.327 0.421 1.576 -0.2 -0.4 0.2 0.41
O -0.173 -0.619 1.956 0.1 0.4 -0.3 -0.54
H -1.783 -0.817 -1.576 0.2 0.0 0.0 0.41
H 0.928 1.691 -0.172 -0.3 -0.1 0.0 0.26
H 0.872 1.038 2.314 0.2 0.1 -0.3 0.12
N 0.750 -1.832 -1.628 1.7 0.8 0.9 -0.02
N 1.614 -1.364 -1.125 -1.6 -1.1 -1.0 0.02
```
Positions in Å, forces in eV/Å.

3.
This record from OMol25 describes a cluster of 2 separate species, C8H12NO2P in total in a non-equilibrium geometry. The level of theory is ωB97M-V/def2-TZVPD.

Summary:
Highest occupied orbital energy (alpha / beta) ... -8.36 / -6.07 eV
Relative energy (zero: lowest compared OMol25 entry of this formula, charge and spin) ... 5.776 eV
Orbital gap (alpha / beta) ... 8.98 / 4.38 eV
E_LUMO (alpha / beta) ... 0.62 / -1.69 eV
Multiplicity ... 1

The geometry in XYZ format:
```
24
Properties=species:S:1:pos:R:3:forces:R:3:nbo_charge:R:1
C -0.643 2.919 0.269 0.0 -4.1 2.2 -0.17
C -1.743 2.421 -0.381 -0.2 0.9 -0.7 -0.22
C 0.032 2.047 1.174 0.9 -0.1 0.0 -0.22
C -2.227 1.143 -0.141 -1.1 0.5 -1.0 -0.20
C -0.438 0.764 1.484 -1.2 2.2 -1.6 -0.17
C -1.667 0.322 0.808 3.1 0.6 1.6 0.12
C 0.218 -2.684 0.723 -1.0 1.2 2.2 -0.33
C 2.855 -0.494 -1.761 -0.2 0.5 1.7 -0.25
N -1.992 -0.905 1.114 -2.4 -1.5 0.1 -0.57
O 0.956 -2.177 -0.397 1.1 -0.5 4.3 -0.85
O 1.890 -1.296 -2.425 -0.6 0.7 -0.4 -0.83
P 0.526 -1.998 -1.852 -0.8 0.7 -3.3 1.06
H -0.295 3.881 0.207 0.7 2.1 -0.7 0.21
H -2.039 3.191 -1.082 -1.3 -0.8 -0.5 0.23
H 1.013 2.483 1.459 -0.7 -0.9 0.6 0.21
H -3.032 0.590 -0.610 -0.3 0.9 -0.7 0.22
H -0.047 0.047 2.159 0.8 -0.2 0.6 0.22
H 0.766 -2.394 1.722 -0.3 -1.0 -2.1 0.19
H 0.083 -3.804 0.617 0.0 1.4 0.3 0.19
H -0.790 -1.993 0.981 2.1 -2.2 -1.3 0.26
H 2.554 0.094 -0.821 -0.2 -1.6 -0.8 0.18
H 3.222 0.360 -2.314 0.0 -0.3 -1.2 0.18
H 3.642 -1.211 -1.567 0.6 0.5 0.5 0.19
H -2.842 -1.306 0.633 1.1 0.9 0.3 0.35
```
Positions in Å, forces in eV/Å.

4.
This record from OMol25 describes an isolated molecule of C5H9NO. The level of theory is ωB97M-V/def2-TZVPD.

Summary:
Highest occupied orbital energy ... -9.62 eV
Relative energy (zero: lowest compared OMol25 entry of this formula, charge and spin) ... 0.912 eV
Orbital gap ... 10.49 eV
E_LUMO ... 0.86 eV
Multiplicity ... 1

The geometry in XYZ format:
```
16
Properties=species:S:1:pos:R:3:forces:R:3:nbo_charge:R:1
C -1.509 -0.767 -0.192 0.1 -0.1 0.0 -0.61
C -0.178 -0.059 0.060 -0.1 0.0 0.0 -0.14
C -0.320 0.896 1.245 0.0 0.1 0.0 -0.60
C 1.267 -0.705 0.105 -0.1 -0.2 0.2 -0.20
N 1.624 0.209 -0.978 0.1 0.1 -0.2 -0.63
C 0.341 0.600 -1.236 -0.1 0.3 -0.2 0.68
O -0.179 1.142 -2.181 0.2 0.0 0.4 -0.59
H -2.231 0.031 -0.416 0.1 -0.2 0.0 0.23
H -1.892 -1.319 0.673 0.2 0.0 -0.1 0.21
H -1.504 -1.424 -1.065 0.2 0.0 0.1 0.22
H -1.123 1.619 1.091 0.0 0.0 -0.1 0.22
H 0.612 1.436 1.422 -0.1 0.1 0.0 0.21
H -0.559 0.328 2.151 0.0 0.0 -0.1 0.21
H 1.834 -0.522 1.027 -0.3 -0.1 -0.1 0.19
H 1.360 -1.762 -0.170 -0.2 0.1 0.0 0.19
H 2.458 0.299 -1.537 -0.1 -0.2 0.0 0.40
```
Positions in Å, forces in eV/Å.

5.
This record from OMol25 describes a structure of composition C13H20BrF3N2O5P2PtS in a non-equilibrium geometry. The level of theory is ωB97M-V/def2-TZVPD.

Summary:
Highest occupied orbital energy (alpha / beta) ... -15.32 / -15.60 eV
Total charge ... +2
Relative energy (zero: lowest compared OMol25 entry of this formula, charge and spin) ... 0.636 eV
Orbital gap (alpha / beta) ... 10.23 / 6.15 eV
E_LUMO (alpha / beta) ... -5.09 / -9.45 eV
Multiplicity ... 5

The geometry in XYZ format:
```
48
Properties=species:S:1:pos:R:3:forces:R:3:lowdin_spin:R:1
Pt -0.102 0.606 0.263 -0.7 0.1 0.0 1.68
C 1.497 -2.275 -3.806 0.1 0.5 0.1 0.08
P 0.034 -1.889 -2.817 0.0 -1.1 -0.2 0.61
C -1.396 -2.388 -3.822 0.1 0.4 0.2 0.09
C 0.036 -2.981 -1.338 0.1 0.6 0.4 0.08
C 1.077 -2.737 -0.220 -0.1 0.3 -0.2 0.03
P 0.639 -1.556 1.139 -0.3 -0.3 -0.3 0.21
C -0.747 -2.378 1.994 0.0 0.2 0.0 0.03
C 2.067 -1.644 2.242 0.0 0.1 -0.1 0.04
H 1.463 -3.331 -4.084 -0.1 0.0 0.1 0.02
H 2.409 -2.062 -3.254 0.0 0.0 0.1 0.00
H 1.498 -1.669 -4.712 0.0 0.0 0.0 0.00
H -1.254 -3.433 -4.112 0.1 0.0 0.0 0.02
H -1.446 -1.777 -4.724 0.0 0.0 0.0 0.00
H -2.321 -2.284 -3.262 0.0 0.0 0.0 0.00
H 0.222 -3.966 -1.775 0.0 -0.1 0.0 0.02
H -0.977 -2.976 -0.934 -0.1 0.0 -0.1 0.00
H 2.044 -2.447 -0.630 0.0 0.0 0.0 0.00
H 1.215 -3.683 0.309 0.1 0.0 0.0 0.01
H -0.551 -2.397 3.065 0.0 0.0 0.0 0.00
H -0.848 -3.401 1.630 0.0 0.0 0.1 0.00
H -1.682 -1.847 1.822 0.0 0.0 0.0 0.00
H 2.193 -2.690 2.532 0.0 0.0 0.0 0.01
H 1.894 -1.046 3.136 0.0 0.0 0.0 0.00
H 2.971 -1.296 1.745 0.0 0.0 0.0 0.00
O -2.822 5.396 3.348 -0.1 0.1 0.3 0.00
C -2.303 4.396 2.669 0.2 -0.4 -0.3 0.00
C -2.205 4.349 1.272 -0.1 0.1 0.0 0.01
C -1.643 3.248 0.680 -0.1 0.1 0.0 0.01
N -1.186 2.197 1.383 0.4 -0.5 -0.1 0.13
C -1.277 2.247 2.720 0.0 0.0 -0.2 0.01
Br -0.632 0.757 3.674 0.0 0.1 0.1 0.02
C -1.812 3.305 3.403 -0.1 0.2 0.1 0.00
H -3.181 6.102 2.797 0.0 0.0 -0.1 0.00
H -2.558 5.168 0.660 0.0 0.0 0.0 0.00
H -1.540 3.197 -0.396 0.0 0.0 0.0 0.00
H -1.863 3.319 4.482 0.0 0.0 0.0 0.00
F 2.591 1.418 1.231 0.2 0.1 -0.1 0.02
C 3.319 1.714 0.116 -0.4 -0.1 0.1 0.00
F 3.757 2.940 0.212 0.0 0.2 -0.1 0.00
F 4.316 0.856 0.043 0.1 0.0 -0.1 0.00
S 2.129 1.482 -1.302 1.0 -0.9 0.0 0.01
O 0.952 2.246 -0.836 -0.6 0.0 0.3 0.14
O 2.696 1.841 -2.543 0.1 0.3 0.0 0.03
O 1.822 0.031 -1.136 -0.4 0.0 -0.1 0.16
O -3.845 0.976 -1.246 0.2 -0.1 0.1 0.12
C -2.846 0.471 -0.944 -0.2 0.3 -0.1 0.09
N -1.805 -0.109 -0.673 0.8 -0.1 0.1 0.29
```
Positions in Å, forces in eV/Å.

6.
This record from OMol25 describes an isolated molecule of C2H10N4O in a non-equilibrium geometry. The level of theory is ωB97M-V/def2-TZVPD.

Summary:
Highest occupied orbital energy ... -8.35 eV
Relative energy (zero: lowest compared OMol25 entry of this formula, charge and spin) ... 5.733 eV
Orbital gap ... 9.35 eV
E_LUMO ... 1.00 eV
Multiplicity ... 1

The geometry in XYZ format:
```
17
Properties=species:S:1:pos:R:3:forces:R:3:nbo_charge:R:1
C -1.825 0.778 0.432 0.7 0.1 0.1 -0.44
N -0.729 -0.179 0.563 1.5 0.2 -2.2 -0.32
N -0.342 -0.576 1.843 0.5 0.7 0.1 -0.68
C 0.658 0.287 -0.506 -2.1 -1.6 3.2 0.28
N 1.815 -0.074 0.171 1.1 0.1 0.5 -0.91
N 0.227 -0.558 -1.514 -0.2 1.2 -4.0 -0.39
O 1.169 -0.261 -2.793 -1.5 -1.6 2.4 -0.63
H -1.467 1.806 0.577 -0.3 0.2 0.1 0.16
H -2.235 0.676 -0.575 0.0 0.1 0.1 0.22
H -2.616 0.567 1.162 0.2 -0.1 -0.1 0.19
H -0.118 0.221 2.443 -0.3 -0.1 0.1 0.32
H -1.066 -1.151 2.274 0.3 0.2 -0.3 0.36
H 0.629 1.342 -0.776 -0.2 -0.1 -0.1 0.18
H 1.736 -0.664 0.992 0.0 0.2 -0.3 0.41
H 2.660 0.464 0.032 -0.4 -0.1 0.3 0.39
H 0.022 -1.526 -1.286 0.9 0.1 -0.2 0.38
H 1.483 -1.151 -3.039 -0.1 0.5 0.2 0.46
```
Positions in Å, forces in eV/Å.

7.
This record from OMol25 describes an isolated molecule of H2N2O3S in a non-equilibrium geometry. The level of theory is ωB97M-V/def2-TZVPD.

Summary:
Highest occupied orbital energy ... -9.61 eV
Relative energy (zero: lowest compared OMol25 entry of this formula, charge and spin) ... 3.887 eV
Orbital gap ... 9.72 eV
E_LUMO ... 0.11 eV
Multiplicity ... 1

The geometry in XYZ format:
```
8
Properties=species:S:1:pos:R:3:forces:R:3:nbo_charge:R:1
O -1.678 -1.103 -0.774 -1.0 -0.9 -0.3 -0.31
N -1.285 -0.131 -0.247 4.3 -0.7 0.0 0.65
O -1.762 0.878 0.101 -1.6 1.4 0.5 -0.34
N 0.333 -0.029 -0.237 0.2 1.2 0.7 -0.24
O 0.714 1.059 0.664 -2.6 0.8 -1.4 -0.57
S 1.222 -1.450 0.316 0.0 0.7 -0.4 0.17
H 0.027 1.820 0.426 2.0 -2.2 0.6 0.49
H 2.428 -1.044 -0.249 -1.2 -0.2 0.3 0.15
```
Positions in Å, forces in eV/Å.